Entry 1:
Below is a molecular structure, C30H81F2N15O10P4S2Ti, with properties calculated with ωB97M-V/def2-TZVPD.

```
145
Properties=species:S:1:pos:R:3:forces:R:3:mulliken_spin:R:1
Ti 3.553 0.110 0.131 -0.0117 0.9326 -1.1388 3.182
N 1.962 -2.421 -0.591 1.3725 -0.7028 -0.7901 0.054
H 2.767 -2.446 0.018 0.2564 -0.5182 0.9095 0.071
H 1.240 -3.091 -0.366 -1.5113 -1.1240 1.3429 0.044
H 2.329 -2.763 -1.468 0.0028 0.6760 -0.8240 0.017
H 1.662 -1.460 -0.518 -0.7646 0.5417 -0.6545 -0.122
N 1.233 0.093 0.367 1.3231 -1.6282 3.4228 0.047
S 0.084 0.943 -0.156 -6.1322 4.9061 -5.9469 -0.112
O -0.034 2.234 0.516 0.1070 -2.3239 -0.4135 0.015
O -1.125 0.301 -0.736 2.9240 0.6802 2.5242 0.005
F 0.803 1.305 -1.515 0.6140 0.2171 -0.2452 0.023
S 0.803 0.057 1.968 -0.9833 -2.9822 6.6002 -0.051
O -0.610 0.012 2.365 2.3671 1.6873 -2.1442 0.007
O 1.760 0.605 2.915 -0.5827 0.6919 -2.6623 -0.020
F 1.086 -1.476 2.232 0.8384 -0.7427 -1.1698 0.011
C 2.494 4.425 0.787 0.3526 0.7418 -0.5244 0.003
C 3.684 3.716 0.999 -1.1430 0.4497 -0.3782 0.069
C 4.831 4.062 0.305 0.3385 0.2201 -0.1057 -0.035
C 4.844 5.166 -0.565 -1.5252 -0.0603 -0.0684 -0.004
C 3.631 5.838 -0.861 0.6223 -0.4332 1.2912 0.002
C 2.482 5.495 -0.117 0.7791 -0.8854 -1.2008 0.007
N 6.111 5.522 -1.229 1.2556 1.6689 -0.7687 0.002
O 7.071 4.806 -0.999 -0.5321 -0.0818 -0.1234 0.000
O 6.211 6.561 -1.921 -1.1171 -1.9888 1.2531 0.000
H 1.550 4.175 1.249 0.1407 -0.2800 0.2407 -0.003
H 3.638 2.879 1.681 0.3425 -0.1143 0.1730 -0.004
H 5.706 3.445 0.445 0.2791 0.3209 -0.0418 -0.008
H 3.565 6.611 -1.612 0.2669 0.0555 -0.0026 0.000
H 1.540 5.887 -0.472 -0.1072 0.3780 0.4393 -0.001
O 0.067 -4.212 0.293 -0.7842 -0.7944 -0.9929 0.001
P -1.220 -4.417 -0.475 -3.2809 0.8704 1.1776 0.004
N -2.522 -3.554 0.400 1.5133 0.7689 -0.4057 0.000
C -3.994 -3.755 0.248 1.2897 -1.7342 -0.4921 0.000
C -2.177 -2.485 1.415 0.4104 -0.8239 -0.1475 -0.001
N -1.830 -6.018 -0.719 2.0701 0.7070 1.7530 0.000
C -2.944 -6.338 -1.564 -0.7020 0.5455 -0.5640 0.000
C -1.151 -7.200 -0.101 -0.1968 0.9465 -0.3667 0.000
N -1.128 -3.730 -2.014 -0.2173 -1.9362 1.3373 -0.001
C -0.201 -4.311 -2.946 -0.2922 -0.2712 0.6738 -0.001
C -2.021 -2.735 -2.460 0.0700 2.0945 0.2555 0.001
H -4.260 -4.700 0.722 -0.1953 -0.0290 0.3583 0.000
H -4.194 -3.960 -0.804 -0.4179 0.5417 -0.0559 0.000
H -4.652 -2.992 0.664 0.5999 0.3196 -0.1819 0.000
H -2.983 -1.760 1.524 -0.1106 -0.1852 -0.2754 0.000
H -1.273 -1.898 1.249 -0.1438 -0.3409 -0.7818 0.006
H -1.981 -2.922 2.394 -0.2819 -0.2352 0.1388 0.000
H -3.219 -7.391 -1.499 0.7616 -0.1510 -0.4022 0.000
H -3.901 -5.913 -1.262 0.1453 0.5901 0.0889 0.000
H -2.706 -5.992 -2.570 -0.4340 -0.4381 -0.3727 0.000
H -1.889 -8.001 -0.044 0.1281 0.1038 0.4176 0.000
H -0.344 -7.558 -0.740 0.1426 -0.0157 -0.0045 0.000
H -0.747 -6.921 0.872 -0.0946 -0.2541 -0.0014 0.000
H 0.079 -5.261 -2.492 0.6743 -0.0878 -0.3708 0.000
H -0.670 -4.532 -3.905 0.0820 0.1743 -0.1210 0.000
H 0.634 -3.617 -3.049 0.4685 -0.2918 -0.5122 0.002
H -2.998 -2.847 -1.989 -0.0475 0.1940 -0.5850 0.000
H -2.013 -2.612 -3.543 -0.4706 -0.6799 -0.1187 0.000
H -1.593 -1.785 -2.137 -0.5036 0.5696 0.1676 -0.001
O 3.436 0.231 -2.211 0.1327 -1.3187 1.5412 -0.198
P 3.501 0.802 -3.584 -0.7068 1.5966 -3.8837 -0.062
N 1.969 0.808 -4.391 1.5165 0.4889 1.8668 -0.001
C 1.716 1.788 -5.485 -0.3469 -1.4127 1.2450 0.000
C 0.991 -0.285 -4.252 -0.1076 0.8999 -0.1658 -0.004
N 4.524 0.041 -4.693 -0.2993 -1.6165 1.3355 0.002
C 4.840 -1.406 -4.444 0.0161 0.8101 0.1960 -0.002
C 5.041 0.631 -5.957 0.4706 -0.0360 1.3322 0.000
N 4.070 2.394 -3.622 -0.4021 -0.6323 0.2774 0.003
C 3.234 3.447 -2.999 -0.1634 0.2968 -0.8563 0.009
C 5.509 2.606 -3.346 0.2622 -0.1689 0.3151 -0.013
H 1.783 1.239 -6.424 0.1330 0.4107 -0.3318 0.000
H 2.415 2.617 -5.380 -0.2310 -0.1470 -0.4077 0.000
H 0.681 2.084 -5.314 0.0355 0.5059 -0.3973 0.000
H 0.759 -0.687 -5.239 0.4312 -0.5398 -0.0716 0.000
H 0.014 0.059 -3.913 -0.0496 0.4696 0.2997 0.000
H 1.287 -1.039 -3.523 0.3436 -0.0715 -0.2898 0.008
H 4.007 -2.092 -4.601 -0.2744 0.1271 -0.3582 0.000
H 5.669 -1.734 -5.071 -0.0670 0.1962 -0.0385 0.000
H 5.145 -1.561 -3.409 0.1368 0.1745 0.0633 0.008
H 4.391 1.378 -6.412 -0.0140 -0.1255 0.2158 0.000
H 5.980 1.069 -5.618 0.1520 0.4929 -0.8246 0.000
H 5.290 -0.145 -6.681 -0.3433 -0.0680 0.1222 0.000
H 2.991 3.327 -1.943 0.2966 -0.2346 0.1218 0.020
H 3.721 4.409 -3.160 0.3519 -0.1442 0.2336 0.000
H 2.296 3.602 -3.532 -0.1625 -0.5134 -0.0161 0.002
H 6.178 1.778 -3.579 -0.5301 -0.3259 -0.3349 0.002
H 5.690 2.762 -2.282 -0.1593 0.2888 0.1820 0.017
H 5.910 3.457 -3.896 -0.3270 0.1650 -0.0037 0.000
O 2.223 -1.419 6.446 -0.8550 -1.2587 0.0454 0.000
P 0.992 -1.415 7.277 -1.1364 1.5863 0.0568 0.000
N -0.504 -1.586 6.449 2.6170 1.3501 -0.6788 0.000
C -0.431 -1.895 5.060 0.5410 -0.0462 -1.6278 0.000
C -1.743 -1.218 7.012 -1.0517 -0.5874 0.9131 0.000
N 0.874 0.109 8.043 -1.4497 0.5523 -0.5749 0.000
C 0.529 1.323 7.204 0.2346 -1.3793 0.0592 0.000
C 1.786 0.447 9.086 0.5611 -0.7775 1.0597 0.000
N 0.765 -2.555 8.468 0.0375 0.7871 1.5312 0.000
C 1.312 -3.886 8.485 0.4208 -0.2171 -0.5087 0.000
C -0.043 -2.293 9.677 0.0942 0.8029 0.1078 0.000
H 0.483 -1.481 4.634 0.2402 -0.2284 0.1833 0.000
H -1.181 -1.489 4.382 -0.6284 0.4914 0.6570 0.000
H -0.440 -2.956 4.809 0.0860 -0.4300 0.3129 0.000
H -1.635 -0.769 8.000 0.1435 -0.0513 -0.1245 0.000
H -2.295 -2.152 7.125 -0.7428 0.1080 0.2561 0.000
H -2.350 -0.516 6.441 0.1785 0.0556 -0.4693 0.000
H 1.170 1.344 6.322 -0.3002 -0.1440 -0.4110 0.000
H -0.537 1.295 6.979 0.1404 0.0339 -0.3822 0.000
H 0.738 2.280 7.681 0.0038 -0.3864 0.6935 0.000
H 1.882 -0.390 9.778 0.1699 -0.1686 -0.0591 0.000
H 2.796 0.655 8.731 0.1270 0.3637 -0.0516 0.000
H 1.392 1.245 9.715 0.0868 0.3030 -0.2579 0.000
H 1.895 -4.055 7.580 0.1735 -0.0418 0.1502 0.000
H 1.918 -4.044 9.377 0.3404 0.0053 -0.0669 0.000
H 0.529 -4.642 8.523 -0.2502 0.0000 -0.1437 0.000
H 0.382 -1.561 10.364 0.6583 -0.0815 0.0245 0.000
H -0.142 -3.212 10.255 -0.2513 -0.0012 -0.2861 0.000
H -1.006 -1.814 9.498 -0.1971 -0.6812 -0.3497 0.000
O -4.181 4.520 -3.841 -0.2732 -0.5650 0.2065 0.000
P -4.395 3.268 -3.086 -0.2826 -1.1228 1.3050 0.000
N -5.947 2.572 -3.344 0.7824 0.9403 -0.9684 0.000
C -6.540 2.755 -4.669 1.0115 0.0148 -0.3397 0.000
C -6.724 1.688 -2.539 0.4536 -0.4579 1.5775 0.000
N -4.342 3.429 -1.398 -0.3043 -0.4322 -0.9924 0.000
C -4.943 4.631 -0.788 0.5647 -0.5052 -0.5354 0.000
C -3.700 2.446 -0.546 0.2844 0.0313 0.3058 0.000
N -3.155 2.117 -3.407 -0.5901 2.5286 0.3888 0.000
C -3.287 0.702 -3.351 0.8083 -0.5389 -0.6496 0.000
C -1.770 2.598 -3.660 -0.5184 0.3459 -0.3767 0.000
H -5.778 2.375 -5.349 -0.2779 0.5281 -0.8244 0.000
H -6.795 3.804 -4.819 0.1255 -0.0994 -0.4141 0.000
H -7.421 2.131 -4.819 0.0622 0.1313 0.2302 0.000
H -7.655 1.394 -3.023 0.1833 0.1996 -0.0305 0.000
H -6.977 2.146 -1.583 -0.0818 -0.0550 0.2052 0.000
H -6.172 0.772 -2.326 -0.1146 -0.3130 0.2104 0.000
H -5.520 4.460 0.121 0.0735 -0.5105 0.0556 0.000
H -4.123 5.308 -0.548 -0.2438 0.4268 0.0222 0.000
H -5.630 5.059 -1.518 0.2223 0.2843 0.0402 0.000
H -2.751 2.783 -0.127 0.0459 0.4948 0.2898 0.000
H -4.359 2.171 0.277 -0.0627 -0.0249 0.1277 0.000
H -3.382 1.526 -1.038 -0.5419 0.1554 -0.3097 0.000
H -3.138 0.314 -4.359 0.0346 -0.4320 -0.2660 0.000
H -2.440 0.371 -2.749 -0.2336 -0.6789 0.2545 0.000
H -4.229 0.276 -3.005 0.0237 0.5131 0.2672 0.000
H -1.536 2.511 -4.721 0.0582 -0.3072 -0.2143 0.000
H -0.975 2.117 -3.090 -0.3702 -0.7120 0.2287 0.000
H -1.572 3.650 -3.455 -0.8794 0.1741 0.1698 0.000
```
Positions in Å, forces in eV/Å.

Summary:
HOMO-LUMO gap (spin up / spin down): 0.2372 / 0.2172 hartree
Expectation value of S²: 3.751
Multiplicity: 4
Total charge: +1

---

Entry 2:
Below is a molecular structure, C12H14I2N2Tc, with properties calculated with ωB97M-V/def2-TZVPD.

```
31
Properties=species:S:1:pos:R:3:forces:R:3:mulliken_spin:R:1
C 2.355 2.655 0.733 -0.2076 0.0692 0.7820 0.009
C 2.997 1.400 0.181 0.7308 0.3819 0.2219 0.036
H 1.833 3.251 -0.031 0.3966 0.1335 0.2155 0.000
H 3.128 3.264 1.231 -0.3109 0.0545 -0.3999 0.019
H 1.679 2.386 1.552 -0.0035 0.4322 -0.0849 -0.002
H 2.304 0.825 -0.526 1.2442 -0.0656 -0.2057 -0.036
H 3.874 1.703 -0.411 -0.5752 -0.4451 -0.4456 0.005
H 3.380 0.724 0.967 -0.6026 0.1487 -0.3951 -0.004
C -2.634 1.174 -0.355 0.0970 0.0195 -0.4127 -0.012
C -3.891 1.050 -0.956 0.3747 -0.0611 0.2741 -0.006
C -4.056 0.122 -1.980 0.3683 0.3792 0.1800 0.001
C -2.965 -0.660 -2.318 1.2232 -0.5347 0.4735 -0.003
H -2.390 1.885 0.419 -0.3900 0.2841 0.0274 0.005
H -4.708 1.696 -0.653 0.1506 -0.0847 0.1137 0.001
H -4.997 0.028 -2.514 0.1573 0.0310 0.0806 0.000
H -2.983 -1.354 -3.128 -0.3799 -0.5001 -0.3487 0.000
N -1.579 0.430 -0.729 0.0161 0.1619 0.2472 0.020
C -1.748 -0.566 -1.627 -0.4534 0.5428 -0.4069 -0.001
C -0.549 -1.424 -1.752 0.9092 -0.1924 -0.4502 0.020
N 0.540 -0.900 -1.108 0.5091 -0.4387 0.2807 -0.057
C 1.684 -1.627 -0.955 -0.3722 -0.6904 -0.3318 0.030
C 0.716 -3.453 -2.212 0.1239 0.5815 -0.0072 0.023
C 1.782 -2.925 -1.480 -0.0626 0.6415 0.4754 -0.018
H 2.494 -1.169 -0.368 -0.4872 -0.4188 -0.4722 -0.003
H 2.688 -3.502 -1.301 -0.2273 0.1955 -0.0668 0.000
C -0.424 -2.672 -2.396 -0.1261 0.9748 0.2208 -0.010
H -1.190 -2.961 -3.101 -0.2564 -0.3119 0.3392 -0.001
H 0.788 -4.444 -2.658 -0.0381 0.2741 0.0678 0.001
Tc 0.465 1.006 -0.344 -1.8859 -1.2157 -0.2222 2.394
I 0.140 2.564 -2.394 0.3000 -0.1560 0.2719 0.313
I 0.202 0.228 2.097 -0.2224 -0.1906 -0.0216 0.279
```
Positions in Å, forces in eV/Å.

Summary:
ΔE to the lowest compared entry with this formula, charge and spin: 0.0 kJ/mol
HOMO-LUMO gap (spin up / spin down): 0.2636 / 0.2390 hartree
Expectation value of S²: 3.788
Multiplicity: 4
Total charge: +2

---

Entry 3:
Below is a gas-phase ion, C5H12N (charge +1), with properties calculated with ωB97M-V/def2-TZVPD.

```
18
Properties=species:S:1:pos:R:3:forces:R:3:nbo_charge:R:1
C -1.868 0.738 -0.527 -0.0076 -0.5421 -0.0458 -0.189
C -0.563 1.006 0.263 -0.0317 -0.2067 -1.7216 -0.574
C -0.041 -0.185 0.890 0.1238 2.0498 2.4821 0.453
C 1.371 -0.448 1.078 -0.1413 -1.5060 -0.8256 -0.559
C 2.140 -0.634 -0.259 -0.1425 0.0393 -0.0381 -0.588
N -1.606 -0.332 -1.495 0.3734 0.3325 0.3680 -0.802
H -2.656 0.492 0.184 -0.1213 0.0527 0.1066 0.188
H -2.134 1.645 -1.063 -0.1379 0.0723 0.0667 0.230
H 0.166 1.486 -0.390 0.0790 0.0300 0.1365 0.254
H -0.833 1.702 1.073 0.0945 -0.1645 0.3034 0.336
H -0.726 -0.650 1.609 -0.1528 -0.5857 -0.6671 0.223
H 1.486 -1.332 1.704 0.1927 0.1265 0.1021 0.256
H 1.848 -1.575 -0.721 -0.0180 -0.0458 0.0414 0.232
H 1.919 0.162 -0.963 0.1337 0.1207 -0.0213 0.227
H 3.205 -0.677 -0.065 0.0839 0.0951 0.0519 0.257
H 1.770 0.419 1.625 -0.1479 0.2690 -0.0703 0.328
H -2.449 -0.757 -1.859 -0.0419 0.1049 -0.0626 0.394
H -1.029 -1.057 -1.084 -0.1382 -0.2421 -0.2063 0.334
```
Positions in Å, forces in eV/Å.

Summary:
ΔE to the lowest compared entry with this formula, charge and spin: 291.8 kJ/mol
HOMO-LUMO gap: 0.2465 hartree
Multiplicity: 1
Total charge: +1

---

Electronic energy (Ha)
-5976.0453 -1250.7649 -252.1200
Max |F| (eV Å⁻¹)
9.85 2.25 3.22